1.
Computed, not measured: a molecular structure, C25H32BrInN2O2S4Si, with ωB97M-V/def2-TZVPD.

Energy relative to the best compared isomer or geometry (same formula, charge and spin) in eV: 0.506
HOMO energy in eV: -1.81
Kohn-Sham gap in hartree: 0.22120
Charge: -2

```
68
Properties=species:S:1:pos:R:3:lowdin_charge:R:1
In -0.1446 -0.1509 -0.5473 0.3262
Br 6.8183 1.7776 -1.5174 0.7019
S -0.0696 -1.1537 -3.0686 0.4226
S -0.9765 1.5114 -2.2371 0.4598
S -1.0211 0.8290 -5.1309 0.3236
S -2.6376 1.8489 1.2782 0.8616
Si 1.4388 -1.9262 0.4189 0.4142
O 2.5632 0.8137 -0.1204 -0.1411
O 4.3750 2.0708 0.3131 -0.0659
N 0.1381 3.1831 0.1887 -0.1017
N 0.3289 1.0710 2.0156 -0.0978
C 3.0286 1.1204 -4.1857 -0.0623
C 2.8807 1.1569 -2.8083 -0.0229
C 0.7796 2.3761 2.4608 -0.1883
C -1.0685 3.9692 0.2224 -0.3142
C -3.0939 -1.7980 0.1220 -0.1350
C 4.2917 1.2921 -4.7328 -0.1033
C -2.0110 1.1828 2.8516 -0.4613
C 5.2078 1.5394 -2.5197 -0.6024
C -5.4970 -2.3179 -0.1339 -0.0426
C -2.0583 3.5757 1.3235 -0.4664
C -0.6781 0.4151 2.8189 -0.2998
C 5.3818 1.4929 -3.8981 -0.1752
C 3.9510 1.3771 -1.9353 -0.1401
C -2.1411 -1.0443 0.0164 -0.1414
C 2.3240 -1.6293 2.0616 -0.2263
C -4.0347 -3.9709 0.8102 -0.0432
C -6.5699 -3.1861 0.0124 -0.1103
C 2.7497 -2.3722 -0.8426 -0.2236
C 0.3872 -3.4815 0.6684 -0.2463
C -5.1095 -4.8373 0.9547 -0.1100
C -4.2090 -2.6923 0.2648 -0.2553
C -6.3855 -4.4510 0.5582 -0.1288
C 3.6245 1.4213 -0.4329 -0.6596
C 1.0718 3.3317 1.2865 -0.1929
C -0.6988 0.3740 -3.5433 -1.8074
H 6.3765 1.6081 -4.3093 0.0747
H 1.0689 4.3633 1.6808 0.1101
H 2.2859 -2.5659 -1.8153 0.0057
H 1.0044 -4.3474 0.9434 0.0166
H -7.2232 -5.1283 0.6682 0.0837
H -4.9490 -5.8229 1.3756 0.0897
H 2.9444 -0.7279 1.9961 0.0243
H -0.3688 -3.3232 1.4455 0.0086
H 0.5949 3.2253 -0.7094 0.0791
H -1.6487 3.7754 2.3140 0.0545
H -3.0373 -4.2695 1.1108 0.1056
H -2.9417 4.2091 1.2154 0.0578
H -1.5633 3.8540 -0.7438 0.0785
H 1.6195 -1.5189 2.8952 0.0147
H 2.9740 -2.4853 2.2858 0.0227
H -2.7856 0.5031 3.2087 0.0633
H -1.9724 2.0141 3.5591 0.0561
H 4.4379 1.2569 -5.8069 0.0919
H -0.8550 -0.5717 2.3854 0.0800
H 0.0076 2.8082 3.0992 0.0849
H 1.9014 1.0049 -2.3770 0.0500
H -0.1515 -3.7115 -0.2585 0.0240
H -0.8686 5.0489 0.3621 0.1048
H 2.1600 0.9403 -4.8100 0.0863
H 1.1147 0.4773 1.7930 0.0200
H 2.0731 3.1188 0.9244 0.0920
H 3.4483 -1.5395 -0.9685 0.0207
H -7.5569 -2.8743 -0.3075 0.0898
H 1.6836 2.3007 3.0774 0.1193
H -0.3777 0.2599 3.8704 0.1113
H 3.3053 -3.2659 -0.5313 0.0213
H -5.6366 -1.3351 -0.5653 0.1133
```

=====

2.
Computed, not measured: a molecular structure, C25H32ClIrN4O2S, with ωB97M-V/def2-TZVPD.

Energy relative to the best compared isomer or geometry (same formula, charge and spin) in eV: 32.661
HOMO energy (alpha / beta) in eV: -16.41 / -16.48
<S²>: 0.81
Kohn-Sham gap (alpha / beta) in hartree: 0.19814 / 0.20374
Spin multiplicity: 2
Charge: +3

```
66
Properties=species:S:1:pos:R:3:lowdin_charge:R:1
Ir 0.5675 0.5977 0.4584 1.3394
Cl 0.9992 -2.2295 0.1234 0.6668
S 1.5698 3.6048 0.3813 0.9249
O -5.8706 -2.8371 -0.0650 -0.0225
O 0.5974 -1.3326 1.0607 -0.3493
N -1.0238 2.2128 -0.3896 -0.1557
N -1.5267 -0.5172 0.1896 0.0139
N 0.7322 -0.1058 -1.7600 -0.0173
N -0.1417 1.9691 2.2586 -0.1480
C 3.4649 -0.3453 0.0382 -0.1369
C 3.0229 -2.4689 -1.4607 -0.0181
C 1.4148 3.9596 2.1556 -0.4004
C 3.9808 -1.3401 1.0208 0.0648
C 1.9126 -2.1507 -2.6781 0.0222
C 0.9127 2.7492 2.9641 -0.2300
C 0.3491 -2.4199 -1.0731 -0.3960
C -1.3564 2.7981 2.0190 -0.1498
C 2.0413 -0.6204 -2.3648 -0.1307
C 3.0024 0.9628 0.2931 -0.0856
C -2.6488 -1.8539 -1.5367 0.0590
C -1.5758 -1.1142 -1.1316 -0.1511
C -0.6077 3.3652 -1.2240 -0.2370
C -0.2795 -1.0886 -1.9511 -0.1228
C -3.6147 -1.5946 0.6442 0.0527
C 3.4652 -2.5792 0.8809 0.0814
C -3.7035 -2.1022 -0.6400 -0.1219
C -1.9979 2.5303 0.6679 -0.1676
C -2.5333 -0.8002 1.0025 -0.0915
C 0.1516 4.4119 -0.4120 -0.3967
C 0.2908 -2.4937 -2.4072 0.0232
C 3.3427 -0.9271 -1.4014 -0.0811
C 2.3871 -2.4962 -0.1198 -0.3866
C -4.8903 -2.9110 -1.0545 -0.2016
C 0.6481 -3.5256 0.7871 -0.0428
H 4.7050 -1.0584 1.7759 0.1525
H 3.3151 1.4216 1.2250 0.0776
H -0.4052 1.2250 2.9006 0.1173
H 1.7416 2.0751 3.1765 0.1135
H 1.3261 -1.2652 -0.4810 0.0164
H 3.7929 -3.2127 -1.6295 0.1784
H -2.6814 -2.2299 -2.5519 0.1515
H -2.5949 3.4006 0.3828 0.1475
H 3.5973 -3.4402 1.5230 0.1595
H 0.5350 3.1185 3.9220 0.1412
H -1.4855 3.8336 -1.6782 0.1402
H 2.2273 -2.5105 -3.6523 0.1552
H -4.3992 -1.8025 1.3575 0.1377
H 4.2479 -0.6858 -1.9650 0.1791
H 2.9925 1.5871 -0.5929 0.0531
H 2.4142 4.2226 2.4984 0.0916
H -0.2467 -3.1881 -3.0396 0.1773
H -6.6543 -3.3449 -0.3023 0.1245
H -1.4876 1.5816 -1.0363 0.0971
H 0.0279 2.9853 -2.0244 0.1194
H -1.0829 3.8446 2.1088 0.1067
H -0.4780 4.8940 0.3324 0.0850
H -2.6817 1.6913 0.7618 0.0995
H -4.5708 -3.9495 -1.2330 0.1526
H -5.2557 -2.5557 -2.0282 0.1502
H 0.5499 5.1767 -1.0756 0.0955
H 0.7891 4.8411 2.2775 0.0884
H -2.4768 -0.3677 1.9952 0.1345
H 2.2966 0.0245 -3.2012 0.1541
H -0.0357 -3.6981 1.6155 0.1145
H 0.9973 -4.5309 0.5696 0.1360
H -2.1017 2.6093 2.7929 0.1454
```

=====

3.
Computed, not measured: a molecular structure, C25H32GeN2PtSi, with ωB97M-V/def2-TZVPD.

Energy relative to the best compared isomer or geometry (same formula, charge and spin) in eV: 3.674
HOMO energy (alpha / beta) in eV: -6.40 / -6.53
Kohn-Sham gap (alpha / beta) in hartree: 0.22491 / 0.24451

```
62
Properties=species:S:1:pos:R:3:lowdin_charge:R:1
Pt 1.3987 -0.0160 0.7740 1.0143
Ge -1.2819 0.9743 2.8603 0.7061
Si -0.2247 0.0729 -0.9472 0.5661
N 0.1013 -4.1884 1.0450 -0.1213
N 0.9445 -2.1768 1.2712 -0.0665
C 0.2934 -1.3952 -3.3529 -0.1262
C -0.3699 -5.4111 0.4175 -0.0043
C -1.2435 1.6563 -1.0482 -0.3488
C 0.1354 -3.9211 2.3933 -0.0509
C -1.2420 -0.0078 4.5653 -0.2275
C 3.4687 0.4364 -1.2960 -0.1565
C 3.4070 1.5943 -0.5639 -0.1656
C -1.5885 4.0106 -0.5745 -0.0964
C -0.8105 2.8614 -0.4961 -0.1255
C -2.6814 0.1491 1.7920 -0.2125
C 0.5941 -3.1076 0.4127 -0.1679
C 0.5167 0.9901 2.0992 -0.4259
C 3.5701 -0.6913 -0.3915 -0.1928
C 0.9852 0.8898 -3.4233 -0.1214
C 1.4067 0.7253 -4.7320 -0.0885
C 0.7222 -1.5734 -4.6637 -0.0965
C 0.4284 -0.1696 -2.7011 -0.3305
C 3.6795 -0.1775 0.9145 -0.2939
C -3.2666 2.7859 -1.7758 -0.0895
C 1.2831 -0.5119 -5.3547 -0.0964
C -2.4789 1.6473 -1.7024 -0.1184
C 0.6583 -2.6709 2.5195 -0.1199
C -2.8226 3.9724 -1.2055 -0.0932
C -1.7681 2.8253 3.2622 -0.2134
C 3.4072 1.2234 0.8312 -0.2393
H -1.1543 -1.0797 4.3884 -0.0045
H -0.4068 0.3116 5.1908 0.0173
H 0.6805 -3.0349 -0.6600 0.1246
H -1.9250 3.3932 2.3448 0.0022
H -3.4369 4.8629 -1.2532 0.0988
H -0.8180 -6.0387 1.1827 0.0906
H -2.8394 0.7283 -2.1541 0.1028
H 1.8319 1.5622 -5.2725 0.1021
H -2.1681 0.1730 5.1137 0.0173
H -2.6953 2.8343 3.8377 0.0191
H 3.4638 1.9157 1.6586 0.0922
H -1.2315 4.9348 -0.1360 0.1020
H -0.9934 3.3195 3.8491 0.0195
H 0.8499 -2.0983 3.4092 0.1011
H 3.9611 -0.7113 1.8094 0.0945
H -0.1677 -2.2304 -2.8332 0.0774
H 1.6134 -0.6415 -6.3776 0.0984
H 1.2258 1.6730 2.5789 -0.0350
H 3.6667 -1.7271 -0.6795 0.0869
H 1.0860 1.8616 -2.9517 0.1048
H -1.1929 -1.0622 -0.8126 -0.0164
H -4.2276 2.7503 -2.2740 0.0996
H -1.1235 -5.1806 -0.3329 0.0958
H 3.2753 2.5974 -0.9398 0.0937
H -3.6062 0.1948 2.3702 0.0241
H 0.1409 2.8947 0.0245 0.0828
H -2.4574 -0.8978 1.5822 0.0119
H 3.4073 0.3510 -2.3690 0.0906
H -0.2081 -4.6345 3.1215 0.1195
H 0.6061 -2.5355 -5.1478 0.0973
H 0.4555 -5.9499 -0.0443 0.0949
H -2.8343 0.6679 0.8474 -0.0030
```

=====

4.
Computed, not measured: 2 unconnected molecules or ions with the total composition C25H33B2N2O16, with ωB97M-V/def2-TZVPD.

HOMO energy in eV: -7.57
Kohn-Sham gap in hartree: 0.25410
Charge: -1

```
78
Properties=species:S:1:pos:R:3:lowdin_charge:R:1
O 3.2730 3.1320 -7.9565 0.1357
O 0.7756 5.1982 -2.2414 0.1259
O -3.4330 -0.7435 6.2756 -0.0059
O 4.5971 5.6555 -7.5684 0.1358
O -6.1948 -0.7427 0.9481 -0.1463
O 2.6868 3.4055 -5.7886 0.2397
O -6.6049 -2.5411 -0.6982 -0.1699
O 3.1637 3.8192 -1.4243 0.1185
O 3.7690 5.4681 -5.4712 0.2412
O 1.5514 -3.0827 3.7833 0.0400
O 3.6527 3.9060 -3.6315 0.2471
O -4.5834 -1.9117 3.6279 -0.0014
O -4.1203 -4.2005 -3.1857 -0.1514
O 5.3722 -1.8763 1.6432 -0.2571
O -0.2543 -1.6564 0.6358 -0.0211
O 1.7008 5.0330 -4.2995 0.2446
N -0.8787 -0.5381 6.4003 0.0978
N 0.4942 -0.5946 3.6212 0.1178
C -5.9453 -2.8954 -1.9833 -0.1797
C 3.2930 3.7812 -6.9234 -0.3889
C -3.5989 -1.1406 3.1265 -0.1306
C -3.7451 -0.3240 1.6743 -0.0288
C 4.0478 -2.4280 1.2609 -0.2200
C -2.6335 0.6132 -0.5818 -0.1599
C 2.2768 0.8559 0.6960 -0.1986
C -4.6221 -3.8499 -1.8195 -0.2010
C -1.1513 -0.9734 1.3876 -0.1056
C 4.1839 -0.5327 -0.7512 -0.2041
C 5.4696 -2.1595 3.1119 -0.1278
C -2.1313 -0.9054 3.8932 0.0727
C 1.3440 0.9856 -0.6478 -0.1994
C -5.5887 -1.7885 0.1073 -0.1978
C -2.4973 -0.2315 0.8165 -0.0282
C -0.1167 1.7455 -0.3717 -0.1663
C 1.6826 4.8369 -2.9736 -0.3867
C 3.5161 -1.9317 -0.2108 -0.1777
C 1.0564 -1.8397 3.7613 -0.0395
C 2.8779 4.1468 -2.5647 -0.3849
C -1.2142 0.9776 -1.3170 -0.2097
C 3.9558 5.0443 -6.7292 -0.3887
C -0.8846 -0.8291 3.0323 -0.0872
C -5.2000 0.3202 1.2801 -0.1164
C 3.8507 0.7906 0.1592 -0.1978
B -2.1182 -0.7403 5.5422 -0.3988
B 2.9523 4.4534 -4.7977 -0.9277
H -1.4778 1.7361 -2.2004 0.1276
H -5.7348 -1.9093 -2.6021 0.1405
H 3.2702 -2.0465 2.0745 0.0934
H -4.8746 -1.2821 -0.6988 0.1180
H -5.0230 -2.6317 0.7320 0.1631
H -0.3678 0.3282 6.0512 0.0882
H -1.1085 -0.3986 7.4135 0.0763
H -3.4154 0.0546 6.9135 0.1161
H -4.8856 -4.8750 -1.2902 0.1425
H -3.1812 1.6489 -0.3725 0.1281
H -6.7477 -3.5023 -2.6054 0.1444
H 2.3241 -1.9064 -0.2527 0.1003
H 1.2043 -0.1179 -1.0641 0.0950
H 1.9177 1.5712 -1.5023 0.1115
H -0.0167 2.9036 -0.5780 0.1196
H 2.1479 1.7702 1.4228 0.1151
H -0.3725 1.6436 0.7892 0.1084
H -3.2163 -3.7635 -3.3087 0.1076
H 3.8379 -0.4125 -1.8868 0.1225
H -3.3142 0.0715 -1.3953 0.1179
H 4.1440 -3.6122 1.2633 0.1356
H -5.1752 1.1369 0.4424 0.1303
H 3.8286 -2.7751 -0.9850 0.1114
H 5.3505 -0.6785 -0.7476 0.1107
H 4.6367 0.9613 1.0312 0.1134
H -3.7181 -3.3404 -1.2733 0.1234
H 5.0796 -3.2447 3.3565 0.0930
H 2.0173 -0.1203 1.3170 0.0736
H 3.9631 1.7345 -0.5629 0.0978
H 6.5677 -2.0731 3.5209 0.0976
H -0.8309 0.0013 -1.8360 0.1099
H -5.6177 0.8316 2.2710 0.1532
H 4.7615 -1.4147 3.7149 0.1019
```

=====

Across the entries above, max |F| takes the values 0.59, 12.61, 0.88, 11.18 eV Å⁻¹, respectively.